Computed, not measured: a 2-piece molecular cluster, C30H30IO4 overall in a non-equilibrium geometry, with ωB97M-V/def2-TZVPD.

```
65
C30H30IO4, DFT ωB97M-V/def2-TZVPD
C -4.675 4.451 0.322
O -3.987 3.992 1.511
C -3.486 2.730 1.546
C -2.861 2.333 2.760
C -2.370 1.060 2.893
C -2.455 0.096 1.834
C -1.911 -1.174 2.119
C -1.648 -2.280 1.280
C -0.916 -3.351 1.882
C -0.512 -4.424 1.127
C -0.896 -4.505 -0.237
O -0.492 -5.645 -0.857
C 0.253 -6.439 0.149
C 0.260 -5.655 1.467
C -1.668 -3.503 -0.842
C -2.028 -2.415 -0.087
C -3.077 0.525 0.626
C -3.573 1.808 0.474
H -4.994 5.464 0.586
H -4.002 4.481 -0.545
H -5.549 3.825 0.096
H -2.797 3.064 3.565
H -1.875 0.770 3.823
H -1.541 -1.287 3.140
H -0.657 -3.302 2.940
H -0.258 -7.405 0.242
H 1.265 -6.594 -0.246
H 1.286 -5.410 1.774
H -0.223 -6.220 2.274
H -1.959 -3.610 -1.883
H -2.629 -1.650 -0.555
H -3.196 -0.149 -0.212
H -4.037 2.101 -0.472
C -4.363 0.882 7.285
C -4.534 -0.422 6.512
C -5.594 -1.276 7.213
C -4.983 -0.104 5.068
C -5.055 -1.329 4.150
O -5.801 -1.324 3.164
C -4.202 -2.439 4.488
I -4.243 -4.136 3.264
C -6.329 -4.717 3.237
C -7.096 -4.678 2.078
C -8.443 -5.079 2.150
C -8.978 -5.498 3.371
C -8.191 -5.519 4.528
C -6.847 -5.132 4.457
C -3.185 -2.395 5.510
O -2.326 -3.282 5.629
C -3.184 -1.170 6.433
H -3.636 1.541 6.797
H -5.323 1.409 7.339
H -4.019 0.679 8.305
H -5.799 -2.203 6.667
H -5.258 -1.525 8.227
H -6.526 -0.700 7.285
H -5.973 0.378 5.100
H -4.267 0.616 4.633
H -6.664 -4.345 1.137
H -9.066 -5.066 1.254
H -10.019 -5.816 3.427
H -8.604 -5.836 5.485
H -6.213 -5.157 5.339
H -2.422 -0.462 6.051
H -2.877 -1.482 7.444
```

Calculated values
Net charge: +1
Multiplicity: 1
Maximum force: 1.8 eV/A
Relative energy (zero: lowest compared OMol25 entry of this formula, charge and spin): 0.0 kcal per mole
HOMO level: -10.53 eV
E_LUMO: -4.9 eV

Need the Löwdin charges? In units of e they are: -0.033 -0.050 -0.213 0.025 -0.010 -0.177 0.087 -0.207 0.028 -0.139 -0.178 0.026 -0.085 -0.081 0.043 0.019 0.030 0.025 0.103 0.102 0.103 0.135 0.124 0.127 0.138 0.131 0.132 0.134 0.133 0.135 0.093 0.096 0.120 -0.051 -0.563 -0.030 -0.060 -0.496 -0.018 -0.445 1.692 -0.498 -0.116 -0.061 -0.065 -0.060 -0.133 -0.506 -0.047 -0.057 0.083 0.092 0.093 0.081 0.095 0.094 0.140 0.106 0.105 0.114 0.113 0.114 0.103 0.126 0.139

=====

Computed, not measured: a 2-piece molecular cluster, C17H15BBrCl4O3 overall in a non-equilibrium geometry, with ωB97M-V/def2-TZVPD.

```
41
C17H15BBrCl4O3, DFT ωB97M-V/def2-TZVPD
Cl -2.338 -4.081 -0.549
B -1.777 -3.152 0.946
Cl -2.594 -1.485 1.055
Cl -2.073 -4.083 2.537
O -0.274 -2.950 0.754
C 0.458 -2.294 1.564
C 1.857 -2.042 1.319
C 2.562 -1.421 2.366
C 3.915 -1.143 2.241
C 4.578 -1.471 1.048
Cl 6.241 -1.074 0.869
C 3.890 -2.100 0.000
C 2.535 -2.395 0.126
H 0.034 -1.937 2.507
H 2.017 -1.178 3.278
H 4.465 -0.673 3.050
H 4.440 -2.345 -0.903
H 1.999 -2.888 -0.679
C 4.087 2.891 0.840
C 2.667 2.852 1.336
O 1.843 2.243 0.328
C 0.546 2.174 0.758
C -0.358 1.742 -0.275
C -1.737 1.684 -0.093
C -2.362 1.937 1.175
C -3.728 1.785 1.346
C -4.542 1.421 0.259
Br -6.390 1.162 0.518
C -3.968 1.203 -1.009
C -2.600 1.330 -1.190
O 0.276 2.474 1.930
H 4.705 3.395 1.589
H 4.490 1.883 0.687
H 4.173 3.444 -0.102
H 2.605 2.264 2.262
H 2.301 3.870 1.533
H 0.063 1.507 -1.244
H -1.722 2.200 2.012
H -4.171 1.913 2.330
H -4.608 0.904 -1.837
H -2.136 1.132 -2.160
```

Calculated values
Net charge: -1
Multiplicity: 1
Maximum force: 2.3 eV/A
Relative energy (zero: lowest compared OMol25 entry of this formula, charge and spin): 27.3 kcal per mole
HOMO level: -2.75 eV
E_LUMO: 0.2 eV

Need the Löwdin charges? In units of e they are: 0.493 -1.851 0.603 0.472 -0.039 -0.026 -0.152 0.005 -0.083 -0.659 0.699 -0.079 0.035 0.144 0.131 0.110 0.108 0.133 -0.087 -0.272 -0.052 -0.540 -0.052 -0.278 -0.063 -0.177 -0.762 0.643 -0.176 -0.076 -0.027 0.071 0.055 0.075 0.110 0.123 0.083 0.085 0.088 0.086 0.099

=====

Computed, not measured: a 15-piece molecular cluster, C54H140N8O15 overall in a non-equilibrium geometry, with ωB97M-V/def2-TZVPD.

```
217
C54H140N8O15, DFT ωB97M-V/def2-TZVPD
C -2.870 2.362 0.761
O -3.344 1.438 1.791
H -2.727 3.378 1.128
H -1.904 2.033 0.378
H -3.501 2.486 -0.119
H -2.671 1.417 2.476
C 0.938 -4.871 2.952
O 1.653 -5.682 3.848
H 0.607 -5.598 2.210
H 0.095 -4.459 3.507
H 1.566 -4.063 2.578
H 2.057 -5.122 4.514
C 2.404 -2.753 -0.695
O 1.655 -1.890 -1.480
H 3.326 -2.341 -0.286
H 1.743 -3.098 0.100
H 2.591 -3.633 -1.311
H 0.768 -2.104 -1.183
C -5.274 -2.551 -0.949
O -6.510 -1.897 -1.165
H -5.326 -3.579 -1.310
H -4.449 -2.087 -1.489
H -4.956 -2.540 0.094
H -6.499 -1.036 -0.739
C -6.752 0.331 -3.752
O -6.031 1.490 -3.891
H -7.661 0.651 -3.243
H -6.935 -0.137 -4.719
H -6.270 -0.315 -3.019
H -5.907 1.532 -4.842
C -3.357 -4.327 1.860
O -2.771 -3.177 1.231
H -4.385 -4.112 2.150
H -3.400 -5.240 1.267
H -2.755 -4.527 2.747
H -2.920 -2.460 1.852
C -1.456 -0.941 -0.576
O -0.751 -2.091 -0.252
H -0.818 -0.237 -1.110
H -2.392 -1.255 -1.037
H -1.825 -0.467 0.334
H -1.374 -2.709 0.138
C -0.124 4.276 2.274
C -0.262 3.763 3.724
C -0.508 4.804 4.736
O -0.443 4.397 6.110
C -0.931 5.463 6.934
N -1.246 2.726 3.766
H 0.791 4.861 2.183
H -0.935 4.859 1.839
H 0.056 3.438 1.601
H 0.674 3.224 3.869
H -1.444 5.324 4.533
H 0.236 5.597 4.653
H -1.988 5.696 6.802
H -0.381 6.398 6.828
H -0.828 5.143 7.971
H -1.267 2.515 4.754
H -0.879 1.895 3.326
C 2.456 0.873 -4.837
C 2.764 -0.642 -5.047
C 1.510 -1.485 -5.312
O 0.918 -1.212 -6.613
C -0.077 -2.123 -7.039
N 3.754 -0.765 -6.143
H 3.305 1.356 -4.353
H 1.532 0.953 -4.264
H 2.238 1.503 -5.700
H 3.227 -0.955 -4.111
H 0.782 -1.298 -4.522
H 1.773 -2.541 -5.249
H -0.832 -2.462 -6.329
H 0.423 -3.024 -7.394
H -0.604 -1.706 -7.898
H 4.280 0.084 -6.291
H 3.135 -0.947 -6.920
C -8.072 0.687 0.467
C -6.659 1.312 0.276
C -6.541 2.655 1.056
O -7.525 3.625 0.718
C -7.498 4.054 -0.593
N -5.767 0.276 0.818
H -8.209 0.251 1.457
H -8.276 -0.125 -0.230
H -8.884 1.404 0.348
H -6.469 1.520 -0.777
H -5.582 3.166 1.145
H -6.769 2.331 2.071
H -8.182 4.892 -0.732
H -7.702 3.293 -1.347
H -6.549 4.511 -0.872
H -4.890 0.726 1.038
H -6.198 -0.026 1.680
C -1.445 -2.265 5.172
C -1.674 -1.081 4.148
C -0.357 -0.942 3.344
O -0.309 0.303 2.705
C 0.892 0.552 2.018
N -2.891 -1.249 3.332
H -0.959 -3.089 4.649
H -2.417 -2.673 5.450
H -0.915 -2.010 6.089
H -1.792 -0.257 4.852
H -0.302 -1.782 2.653
H 0.459 -1.032 4.062
H 0.882 1.558 1.598
H 1.124 -0.158 1.225
H 1.721 0.679 2.714
H -2.911 -0.512 2.642
H -3.706 -1.186 3.926
C -3.269 5.546 -1.698
C -1.743 5.433 -1.480
C -1.094 4.464 -2.477
O -1.234 3.088 -2.140
C -2.128 2.482 -3.065
N -1.131 6.709 -1.640
H -3.427 5.870 -2.727
H -3.809 6.189 -1.002
H -3.665 4.531 -1.700
H -1.484 5.171 -0.454
H -0.032 4.517 -2.235
H -1.133 4.710 -3.539
H -1.732 2.478 -4.080
H -3.087 2.990 -3.167
H -2.450 1.483 -2.771
H -1.601 7.309 -0.976
H -0.158 6.665 -1.373
C 3.433 -1.435 4.172
C 4.712 -1.730 3.298
C 4.808 -0.600 2.188
C 5.262 0.724 2.862
C 6.638 0.474 3.484
C 6.596 -0.581 4.571
N 5.978 -1.841 4.082
O 5.799 -2.838 5.129
C 8.127 -0.845 4.781
C 5.897 0.036 5.778
C 4.479 -3.053 2.566
H 2.592 -2.012 3.788
H 2.984 -0.448 4.062
H 3.584 -1.745 5.206
H 5.462 -0.982 1.405
H 3.808 -0.408 1.797
H 4.562 1.107 3.604
H 5.289 1.486 2.084
H 6.963 1.448 3.848
H 7.329 0.300 2.658
H 8.571 -0.265 5.590
H 8.353 -1.842 5.160
H 8.786 -0.778 3.916
H 4.842 0.275 5.647
H 5.940 -0.559 6.691
H 6.466 0.908 6.102
H 5.391 -3.337 2.041
H 3.672 -2.990 1.836
H 4.326 -3.895 3.241
H 6.429 -3.538 4.938
C 0.206 -8.675 -2.724
C -1.200 -8.057 -2.859
C -1.728 -7.499 -1.556
C -1.049 -6.235 -1.041
C -1.243 -5.190 -2.081
C -0.849 -5.647 -3.591
N -1.278 -7.036 -3.887
O -0.992 -7.492 -5.171
C -1.517 -4.660 -4.575
C 0.709 -5.551 -3.703
C -2.119 -9.245 -3.374
H 0.780 -8.478 -3.629
H 0.131 -9.745 -2.529
H 0.756 -8.124 -1.961
H -2.789 -7.310 -1.717
H -1.607 -8.201 -0.731
H 0.018 -6.288 -0.824
H -1.518 -5.970 -0.093
H -0.543 -4.382 -1.869
H -2.279 -4.851 -2.093
H -2.564 -4.956 -4.636
H -1.429 -3.599 -4.343
H -1.006 -4.830 -5.522
H 1.076 -6.296 -4.409
H 1.064 -4.588 -4.072
H 1.262 -5.686 -2.774
H -1.820 -9.645 -4.343
H -3.175 -8.994 -3.474
H -2.170 -10.064 -2.656
H -1.898 -7.666 -5.437
C 4.398 6.674 -0.159
C 3.061 6.087 -0.611
C 2.828 6.407 -2.149
C 3.647 5.614 -3.115
C 3.665 4.124 -2.745
C 3.859 3.751 -1.251
N 2.961 4.613 -0.435
O 2.908 4.185 0.910
C 3.516 2.255 -1.073
C 5.375 3.875 -0.930
C 1.888 6.733 0.115
H 4.895 6.124 0.641
H 4.129 7.650 0.244
H 5.131 6.808 -0.954
H 1.835 6.087 -2.465
H 2.836 7.477 -2.353
H 4.634 6.074 -3.151
H 3.187 5.673 -4.101
H 4.583 3.918 -3.296
H 2.895 3.541 -3.250
H 2.456 2.158 -0.838
H 3.580 1.603 -1.944
H 3.966 1.669 -0.272
H 5.565 3.807 0.141
H 5.965 3.085 -1.393
H 5.829 4.811 -1.258
H 1.713 7.738 -0.268
H 1.993 6.863 1.192
H 0.960 6.188 -0.055
H 2.271 3.482 0.764
```

Calculated values
Multiplicity: 1
Maximum force: 3.2 eV/A
HOMO level: -8.00 eV
E_LUMO: 0.4 eV

Atomic partial charges in e from the Löwdin method, atoms 1 to 99: -0.107 -0.171 0.068 0.068 0.073 0.028 -0.154 -0.117 0.086 0.052 0.056 0.070 -0.176 -0.130 0.066 0.066 0.076 0.007 -0.160 -0.142 0.081 0.058 0.052 0.004 -0.185 -0.121 0.077 0.091 0.060 0.074 -0.117 -0.170 0.078 0.073 0.071 0.016 -0.129 -0.150 0.096 0.076 0.061 0.042 -0.044 -0.437 -0.213 -0.171 -0.111 0.070 0.059 0.071 0.053 0.141 0.132 0.129 0.085 0.084 0.086 0.079 0.029 -0.069 -0.390 -0.169 -0.195 -0.111 0.035 0.052 0.068 0.074 0.123 0.117 0.111 0.062 0.087 0.086 0.060 0.053 -0.043 -0.393 -0.171 -0.176 -0.134 0.059 0.080 0.069 0.079 0.117 0.114 0.125 0.092 0.082 0.078 0.026 0.076 -0.038 -0.360 -0.178 -0.217 -0.069 0.074

=====

Computed, not measured: a 4-piece molecular cluster, C22H19N5O5 overall in a non-equilibrium geometry, with ωB97M-V/def2-TZVPD.

```
51
C22H19N5O5, DFT ωB97M-V/def2-TZVPD
N -0.055 1.121 3.618
C -0.771 0.416 2.588
C -2.154 0.506 2.481
C -2.835 -0.153 1.473
C -2.177 -0.916 0.524
C -0.801 -1.003 0.623
C -0.088 -0.357 1.637
C 1.398 -0.501 1.628
O 2.069 -0.674 2.620
C 1.996 -0.455 0.256
C 3.178 0.217 0.008
C 3.672 0.270 -1.293
C 4.954 1.028 -1.595
O 5.225 1.984 -0.589
O 4.358 3.074 -0.852
C 2.945 -0.375 -2.286
N 3.418 -0.306 -3.665
C 4.407 -0.975 -3.902
O 5.367 -1.572 -4.090
C 1.763 -1.056 -2.046
C 1.281 -1.093 -0.750
C 0.001 -1.764 -0.379
O -0.333 -2.826 -0.849
H 0.197 0.476 4.357
H 0.814 1.458 3.228
H -2.728 1.094 3.180
H -3.908 -0.061 1.376
H -2.712 -1.406 -0.273
H 3.679 0.702 0.832
H 5.807 0.362 -1.669
H 4.799 1.573 -2.526
H 3.857 3.202 -0.035
H 1.222 -1.549 -2.838
C -0.842 4.631 2.661
C -1.917 3.859 3.267
N -2.761 3.241 3.732
H 0.089 4.073 2.731
H -1.069 4.821 1.613
H -0.729 5.581 3.180
C -2.273 -6.177 -1.072
C -2.918 -4.986 -0.533
N -3.413 -4.049 -0.098
H -1.667 -5.907 -1.935
H -1.632 -6.623 -0.314
H -3.026 -6.902 -1.375
C -4.730 1.284 -2.306
C -3.402 1.432 -1.720
N -2.357 1.539 -1.261
H -5.092 0.270 -2.147
H -5.419 1.985 -1.839
H -4.686 1.484 -3.374
```

Calculated values
Multiplicity: 1
Maximum force: 1.6 eV/A
HOMO level: -8.97 eV
E_LUMO: -0.3 eV

Need the Löwdin charges? In units of e they are: 0.091 -0.225 -0.020 -0.063 -0.046 -0.094 -0.036 -0.281 0.125 -0.077 0.062 -0.113 -0.141 -0.143 -0.010 -0.178 0.176 -0.317 0.216 0.072 -0.074 -0.281 0.123 0.091 0.068 0.070 0.109 0.097 0.132 0.140 0.129 0.102 0.134 -0.062 -0.273 0.144 0.069 0.084 0.081 -0.067 -0.278 0.145 0.082 0.083 0.080 -0.062 -0.270 0.158 0.083 0.083 0.082